ORCA calculation (ωB97M-V/def2-TZVPD) on 11 unconnected molecules or ions with the total composition C26H68F2N22O10PSSi at a distorted geometry.

Element x y z (Å)
C 6.12167 -0.06461 2.10743
C 5.51129 -0.23591 0.94928
C 4.29753 0.56276 0.53797
N 3.19534 -0.31476 -0.00235
C 3.66224 -1.02172 -1.27481
N 2.77898 -2.09594 -1.60126
C 2.31093 -2.12443 -3.00292
P 2.82264 -1.67384 1.22371
S 2.83736 -1.14757 3.06530
C 1.95740 0.54208 -0.30051
F 1.65452 0.37622 -1.59790
F 2.32557 1.82797 -0.18357
C 0.72608 0.29499 0.53846
C -0.37408 1.31193 0.18017
Si -2.05083 0.80424 0.89340
C -1.84538 0.52846 2.75216
C -3.28908 2.14282 0.50007
C -2.48066 -0.86055 0.09071
C -2.28333 -1.05718 -1.28473
C -2.58845 -2.28017 -1.87336
C -3.08744 -3.33725 -1.11054
C -3.30159 -3.15916 0.25209
C -3.00412 -1.92358 0.83660
H 5.85955 0.76077 2.75407
H 6.90437 -0.72203 2.44399
H 5.94175 -0.95528 0.26652
H 4.60468 1.24855 -0.24373
H 3.96801 1.09112 1.42193
H 4.63959 -1.45212 -1.10479
H 3.77934 -0.29610 -2.07150
H 3.29382 -2.95255 -1.44539
H 1.28485 -1.76686 -3.03374
H 2.28234 -3.15426 -3.33248
H 2.92602 -1.54460 -3.68644
H 3.87959 -2.53469 0.90817
H 1.66033 -2.28848 0.77301
H 0.31703 -0.69647 0.35496
H 0.93813 0.45766 1.58914
H -0.48546 1.43755 -0.89465
H -0.12006 2.26281 0.64812
H -1.87979 -0.51956 3.03368
H -0.87570 0.90547 3.07006
H -2.62128 1.07148 3.28534
H -4.31828 1.80821 0.58644
H -3.10932 2.54042 -0.49644
H -3.12993 2.97042 1.19136
H -1.89940 -0.24855 -1.88979
H -2.44356 -2.42432 -2.93424
H -3.30964 -4.29172 -1.56444
H -3.68200 -3.95296 0.87700
H -3.20398 -1.82032 1.89466
C 3.56986 -5.52318 -4.64128
O 2.64369 -4.76414 -4.89729
N 4.48992 -5.88366 -5.58768
N 3.75706 -6.05837 -3.40515
H 5.25525 -6.50438 -5.40722
H 4.37193 -5.50825 -6.50957
H 3.10053 -5.81091 -2.68372
H 4.50857 -6.68107 -3.17943
C 9.95948 1.39496 2.81709
O 9.51479 0.28032 2.57334
N 11.21436 1.77119 2.44691
N 9.23163 2.33992 3.47797
H 11.60076 2.67619 2.63640
H 11.77254 1.09604 1.95834
H 8.30662 2.08866 3.76949
H 9.57628 3.25677 3.68968
C 10.67486 -3.38514 0.94162
O 10.87121 -4.22570 0.07799
N 11.37402 -3.35020 2.11367
N 9.73197 -2.40900 0.79975
H 11.21871 -2.66321 2.82736
H 12.07476 -4.05378 2.25185
H 9.20301 -2.40698 -0.05109
H 9.53269 -1.69505 1.47970
C 6.25028 -3.32464 -2.18708
O 5.23195 -3.27236 -1.50033
N 7.44191 -3.73853 -1.67914
N 6.25542 -2.96793 -3.50028
H 8.29386 -3.77884 -2.20852
H 7.45493 -4.01158 -0.71257
H 5.38533 -2.66978 -3.90149
H 7.07242 -3.00439 -4.08011
C -1.28007 5.53866 0.83590
O -0.84095 4.68939 1.59938
N -2.32390 6.34771 1.16387
N -0.76686 5.73912 -0.41373
H -2.70821 7.04281 0.54268
H -2.72533 6.22508 2.07456
H 0.00286 5.16230 -0.69332
H -1.12404 6.42546 -1.05237
C -5.49189 6.51847 -0.86330
O -4.65079 7.36917 -1.14688
N -5.46406 5.83851 0.30967
N -6.51538 6.17743 -1.69379
H -6.13806 5.13112 0.55509
H -4.72317 6.07703 0.93645
H -6.57470 6.65117 -2.57458
H -7.20026 5.48355 -1.44273
C -9.20299 4.51770 0.78114
O -8.04149 4.41991 0.38095
N -10.23978 4.81514 -0.03353
N -9.52039 4.32884 2.09364
H -11.19178 4.90765 0.26820
H -10.03785 4.96155 -1.00221
H -8.77338 4.10625 2.72321
H -10.45417 4.40137 2.44940
C -6.39960 -3.66460 3.76172
O -7.56492 -3.85018 4.04640
N -5.38267 -3.85460 4.66185
N -6.00261 -3.24909 2.51666
H -4.41568 -3.70525 4.44903
H -5.63903 -4.15780 5.58241
H -6.72160 -3.09858 1.83409
H -5.04856 -3.08981 2.26050
C -13.07096 6.76419 -1.59581
O -12.65191 5.89050 -0.84937
N -14.12141 7.56314 -1.25838
N -12.52109 7.00440 -2.82131
H -14.48284 8.28459 -1.85217
H -14.54725 7.40910 -0.36390
H -11.74939 6.43102 -3.10253
H -12.85087 7.71474 -3.44615
C 0.59176 -6.36182 -0.42531
O 1.66044 -6.48251 -1.00356
N -0.56365 -6.07259 -1.08823
N 0.47412 -6.50854 0.92819
H -1.45117 -5.96941 -0.63535
H -0.50642 -5.96278 -2.08407
H 1.30694 -6.73078 1.44025
H -0.39322 -6.42010 1.42195

Values from the calculation:
- charge = +1
- frontier orbital gap (eV) = 8.9
- E_HOMO (eV) = -10.73
- LUMO (eV) = -1.87